The following is a DFT calculation (ωB97M-V with the def2-TZVPD basis set) of a 2-piece molecular cluster, C4H11NS overall at a distorted geometry.

```
! wB97M-V def2-TZVPD RIJCOSX def2/J DEFGRID3
* xyz 0 1
C 2.459 0.227 1.448
C -0.168 0.020 1.178
C -2.968 -0.526 -1.722
C 1.167 0.565 0.611
N 2.061 0.537 -2.145
S 1.406 -0.229 -1.071
H 2.813 -0.720 1.020
H 3.217 0.998 1.182
H 2.313 0.064 2.523
H -0.061 -1.005 1.206
H -0.847 0.127 0.388
H -0.608 0.464 1.958
H -3.197 -0.080 -2.746
H -3.733 -1.274 -1.533
H -1.936 -1.063 -1.710
H 1.106 1.629 0.375
H -3.025 0.266 -0.961
*
```

Values from the calculation:
HOMO-LUMO gap: 8.26 eV
Total energy: -611.82665 a.u.
Relative energy (zero: lowest compared OMol25 entry of this formula, charge and spin): 72.5 kcal/mol